(1)
{
  "formula": "C5H6N4O3",
  "method": "the ωB97M-V functional and the def2-TZVPD basis",
  "s2": 2.0193,
  "energy_ev": -17376.200,
  "multiplicity": 3,
  "max_force_ev_per_a": 5.21,
  "gap_ev": [5.86, 5.63],
  "symbols": ["C", "C", "C", "C", "C", "N", "N", "N", "N", "O", "O", "O", "H", "H", "H", "H", "H", "H"],
  "positions_angstrom": [[0.488, -1.173, -0.845], [-0.242, -2.110, 0.162], [1.390, 0.676, 0.233], [-1.386, -0.391, -0.364], [0.660, 0.762, 1.400], [-0.421, -0.233, -1.177], [-1.335, -1.538, 0.435], [1.832, 1.715, -0.470], [-2.549, 0.520, -0.071], [-3.181, 0.168, 0.895], [1.699, -0.554, -0.435], [-2.866, 1.317, -0.923], [0.693, -1.828, -1.692], [0.055, -2.998, 0.598], [0.645, -0.144, 1.936], [0.613, 1.764, 1.720], [1.854, 2.571, -0.025], [2.050, 1.477, -1.378]],
  "forces_ev_per_angstrom": [[0.37, -4.42, -0.31], [1.27, 2.57, -1.19], [0.63, -2.23, -4.14], [-3.76, -0.59, 3.56], [1.35, 0.01, -0.65], [0.34, 3.56, -2.16], [-2.35, 1.16, 0.62], [-0.88, -2.77, 2.80], [1.93, -3.34, -1.55], [-0.95, 0.91, 1.10], [1.03, 2.78, 1.86], [-0.09, 1.30, -0.22], [1.06, 0.23, -0.36], [0.74, -1.75, 0.61], [-0.86, -0.64, 1.03], [-0.86, 0.75, 1.10], [0.15, 2.31, 0.28], [0.87, 0.15, -2.38]]
}

(2)
{
  "formula": "C5H6N5O2",
  "method": "the ωB97M-V functional and the def2-TZVPD basis",
  "energy_ev": -16822.339,
  "total_charge": -1,
  "de_lowest_ev": 6.413,
  "multiplicity": 1,
  "max_force_ev_per_a": 4.20,
  "gap_ev": 5.93,
  "symbols": ["C", "C", "C", "C", "C", "N", "N", "N", "N", "N", "O", "O", "H", "H", "H", "H", "H", "H"],
  "positions_angstrom": [[2.603, -1.523, 1.333], [-1.212, -2.220, 0.196], [-1.051, 1.253, -1.037], [-0.889, 1.311, 0.392], [-0.605, -0.003, -0.333], [3.771, -1.406, 1.374], [-1.301, -3.386, 0.535], [-1.404, -1.095, -0.073], [1.395, -1.637, 1.061], [-1.227, -4.600, -0.136], [-1.594, -4.605, -1.325], [-0.758, -5.521, 0.526], [-1.996, 1.277, -1.569], [-0.215, 1.670, -1.502], [-0.050, 1.767, 0.721], [-1.715, 1.276, 1.010], [0.458, -0.232, -0.247], [0.903, -2.015, 1.871]],
  "forces_ev_per_angstrom": [[3.83, 0.26, -0.28], [-0.21, -1.21, -1.23], [-0.73, -1.25, -1.21], [-1.20, -1.84, -0.40], [1.65, 1.82, 0.78], [0.48, 0.18, 0.49], [-0.06, -2.27, 2.25], [-0.99, 1.29, -0.65], [-4.16, -0.57, 0.06], [0.88, 0.96, -1.09], [0.44, -0.63, 1.84], [-1.11, 0.97, -1.30], [0.04, 0.10, 0.23], [0.79, 0.77, -1.35], [2.28, 1.44, 1.33], [-1.58, 0.19, 1.23], [-0.24, -0.22, -0.48], [-0.10, 0.03, -0.22]]
}

(3)
{
  "formula": "C5H6N8O2",
  "method": "the ωB97M-V functional and the def2-TZVPD basis",
  "energy_ev": -21289.390,
  "de_lowest_ev": 2.148,
  "multiplicity": 1,
  "max_force_ev_per_a": 6.24,
  "gap_ev": 7.95,
  "symbols": ["C", "N", "N", "N", "C", "C", "C", "C", "N", "N", "N", "N", "O", "O", "N", "H", "H", "H", "H", "H", "H"],
  "positions_angstrom": [[2.332, -2.086, -0.464], [0.984, -2.096, -0.191], [0.497, -2.950, 0.716], [-0.766, -2.677, 0.887], [-0.990, -1.686, 0.030], [-2.684, -0.835, 0.035], [-2.707, 0.530, 0.079], [-3.745, 1.523, 0.172], [-3.336, 2.752, 0.186], [-1.982, 2.696, 0.217], [-1.565, 1.343, 0.210], [-3.748, -1.672, -0.210], [-4.884, -1.114, -0.240], [-3.459, -2.869, -0.317], [0.052, -1.324, -0.661], [2.519, -2.317, -1.483], [2.774, -1.029, -0.078], [2.940, -2.766, 0.299], [-4.795, 1.291, 0.190], [-1.389, 3.328, -0.403], [-0.728, 1.097, 0.578]],
  "forces_ev_per_angstrom": [[4.61, 1.85, 3.10], [-2.64, -2.25, 2.03], [0.48, -0.12, 0.48], [0.89, -0.19, -0.25], [-5.76, 2.38, 0.26], [5.55, -1.00, -0.41], [1.90, 1.04, 0.97], [-1.53, -0.07, -0.44], [1.41, -0.63, -0.62], [1.47, 0.25, 0.13], [-4.76, 0.65, -2.34], [-0.66, -0.10, 0.54], [1.40, -1.58, -0.20], [-1.55, 1.02, -0.27], [0.04, 1.80, -0.91], [0.55, 0.02, -0.79], [-0.95, -2.10, -1.60], [-1.82, 0.88, -1.93], [-0.01, 0.02, 0.02], [-1.57, -1.04, 1.06], [2.95, -0.83, 1.18]]
}

(4)
{
  "formula": "C5H6NO",
  "method": "the ωB97M-V functional and the def2-TZVPD basis",
  "energy_ev": -8808.774,
  "total_charge": 1,
  "de_lowest_ev": 4.177,
  "multiplicity": 1,
  "max_force_ev_per_a": 3.98,
  "gap_ev": [7.45, 7.45],
  "symbols": ["C", "N", "C", "C", "C", "C", "O", "H", "H", "H", "H", "H", "H"],
  "positions_angstrom": [[1.271, 1.886, 0.480], [1.638, 0.931, -0.066], [1.760, -0.348, -0.342], [0.679, -1.161, 0.019], [-0.610, -0.696, 0.280], [-1.061, 0.526, -0.204], [-2.337, 0.766, -0.228], [1.417, 2.769, 1.000], [2.681, -0.619, -0.869], [0.828, -2.177, -0.164], [-1.331, -1.419, 0.780], [-0.714, 1.142, -0.997], [-2.917, 0.079, 0.211]],
  "forces_ev_per_angstrom": [[2.01, -1.50, -1.74], [-1.00, 2.67, 1.87], [-0.38, -2.63, -0.53], [1.75, 2.15, -1.74], [-1.00, 0.42, 0.96], [-1.62, -3.61, -0.36], [-2.45, -0.03, 1.03], [-0.51, 1.55, 0.91], [-0.49, -0.26, 0.51], [0.22, -1.67, 0.14], [0.85, 1.27, -0.68], [1.63, 0.69, 0.02], [0.98, 0.97, -0.39]]
}

(5)
{
  "formula": "C5H6NO2S",
  "method": "the ωB97M-V functional and the def2-TZVPD basis",
  "energy_ev": -21700.959,
  "total_charge": -1,
  "de_lowest_ev": 3.286,
  "multiplicity": 1,
  "max_force_ev_per_a": 2.71,
  "gap_ev": [7.65, 6.80],
  "symbols": ["C", "C", "C", "C", "C", "N", "O", "O", "S", "H", "H", "H", "H", "H", "H"],
  "positions_angstrom": [[1.671, -1.160, 0.667], [-2.000, -0.835, 0.183], [1.192, -1.430, -0.800], [-0.859, 0.264, -0.010], [-1.304, 1.710, -0.040], [1.053, -0.443, 1.476], [-1.766, -1.974, -0.207], [-3.047, -0.279, 0.566], [0.312, 0.063, -1.273], [2.567, -1.715, 0.894], [1.930, -1.686, -1.591], [0.512, -2.292, -0.695], [-1.744, 1.735, -1.010], [-0.399, 2.348, -0.235], [-1.791, 1.997, 0.906]],
  "forces_ev_per_angstrom": [[-0.98, 0.68, -0.46], [0.04, 1.44, -0.16], [-0.71, -0.16, 0.16], [1.34, -0.77, -0.18], [2.54, -0.07, 0.96], [-0.26, -0.25, -0.57], [0.30, -0.71, 0.11], [-0.05, -0.34, 0.26], [0.05, -0.59, -0.44], [0.62, -0.25, 0.45], [-0.07, 0.42, 0.72], [-0.05, 0.43, -0.22], [-1.77, 0.59, -0.28], [-0.58, -0.40, 0.70], [-0.42, -0.04, -1.07]]
}

(6)
{
  "formula": "C5H6NO4",
  "method": "the ωB97M-V functional and the def2-TZVPD basis",
  "energy_ev": -14953.071,
  "total_charge": 1,
  "de_lowest_ev": 0.403,
  "multiplicity": 1,
  "max_force_ev_per_a": 3.88,
  "gap_ev": 11.36,
  "symbols": ["C", "C", "C", "C", "C", "N", "O", "O", "O", "O", "H", "H", "H", "H", "H", "H"],
  "positions_angstrom": [[-1.249, 0.407, 0.963], [-0.144, -0.026, -0.988], [3.222, -0.211, 0.469], [-0.749, -1.006, 1.046], [-0.017, -1.275, -0.266], [-0.719, 0.925, -0.278], [-1.963, 1.101, 1.559], [0.480, 0.242, -2.096], [4.181, -0.126, 1.039], [-0.718, 2.257, -0.780], [-1.453, 2.850, -0.430], [-0.072, -1.005, 1.968], [-1.628, -1.681, 1.292], [-0.582, -1.950, -0.875], [1.021, -1.763, -0.257], [0.389, 1.262, -2.369]],
  "forces_ev_per_angstrom": [[0.25, -0.02, -1.30], [2.37, 2.99, -0.68], [-0.21, 0.01, -0.05], [-0.09, -0.55, 2.33], [0.45, -1.62, 0.02], [0.13, 0.96, -1.51], [-1.33, 0.83, 2.03], [-0.80, 2.16, -0.50], [0.21, 0.02, 0.08], [-0.21, -1.13, 0.54], [0.63, -1.65, 0.08], [-0.74, -0.23, -1.27], [1.17, 0.72, -0.44], [-0.57, -0.94, -0.34], [-1.35, 1.32, 0.16], [0.08, -2.88, 0.85]]
}

(7)
{
  "formula": "C5H6NO5S2",
  "method": "the ωB97M-V functional and the def2-TZVPD basis",
  "energy_ev": -38678.860,
  "total_charge": -1,
  "de_lowest_ev": 3.452,
  "multiplicity": 1,
  "max_force_ev_per_a": 4.17,
  "gap_ev": [6.54, 6.55],
  "symbols": ["C", "C", "C", "C", "C", "N", "O", "O", "O", "O", "O", "S", "S", "H", "H", "H", "H", "H", "H"],
  "positions_angstrom": [[-2.372, 0.157, 0.823], [3.087, 0.328, -0.784], [-0.050, -0.214, 1.062], [-2.155, 1.032, 1.979], [1.554, 0.159, -1.164], [1.197, -0.933, -1.861], [-1.232, -0.406, 0.312], [3.549, -0.448, 0.033], [-3.433, 0.010, 0.218], [3.564, 1.162, -1.473], [1.733, -2.264, 1.091], [0.493, -1.559, 2.002], [-0.305, 1.306, 2.112], [-2.357, 0.479, 2.947], [-2.665, 2.012, 2.000], [1.221, 1.090, -1.669], [2.309, -1.669, 0.528], [0.312, -1.110, -2.488], [1.671, -1.771, -1.640]],
  "forces_ev_per_angstrom": [[-0.95, -0.68, -3.18], [-2.29, -2.31, 1.42], [1.50, 1.11, 0.15], [1.48, 0.49, 3.14], [-0.65, 0.09, -1.97], [-1.98, 0.43, -1.10], [-1.59, 0.40, 0.50], [0.54, -1.47, 1.23], [1.42, 0.16, 1.27], [1.42, 3.08, -2.42], [-0.23, -0.42, -0.61], [0.82, 0.01, -0.55], [-0.85, -0.74, -1.25], [-0.42, 0.50, -1.21], [-0.03, -0.82, -0.40], [-0.66, -0.42, 1.16], [-0.33, 0.44, 1.35], [2.37, 1.16, 2.02], [0.41, -1.00, 0.43]]
}

(8)
{
  "formula": "C5H6NOS2",
  "method": "the ωB97M-V functional and the def2-TZVPD basis",
  "energy_ev": -30490.668,
  "total_charge": -1,
  "de_lowest_ev": 0.900,
  "multiplicity": 1,
  "max_force_ev_per_a": 3.99,
  "gap_ev": 7.23,
  "symbols": ["C", "C", "C", "C", "C", "N", "O", "S", "S", "H", "H", "H", "H", "H", "H"],
  "positions_angstrom": [[3.090, 1.192, -1.271], [3.988, -0.559, 0.211], [-1.338, 1.561, -0.408], [-0.521, 1.067, 0.487], [0.366, -0.161, 0.333], [3.333, 0.115, -0.777], [2.890, 2.091, -1.979], [4.109, -2.208, -0.104], [4.417, 0.466, 1.544], [-1.996, 2.379, -0.264], [-1.439, 1.133, -1.451], [-0.210, 1.416, 1.448], [0.311, -0.775, -0.553], [-0.006, -0.905, 1.066], [1.335, 0.054, 0.536]],
  "forces_ev_per_angstrom": [[1.20, -2.48, 0.50], [0.34, 0.13, 1.59], [-0.59, -0.55, -1.94], [1.97, -1.89, -0.40], [-3.75, -1.37, -0.15], [-1.15, 1.99, -1.85], [-0.57, 1.22, -0.31], [0.31, 0.31, 0.53], [0.02, -1.13, -0.60], [-0.30, 0.90, 0.44], [0.29, 0.15, 1.43], [-0.94, 1.17, 0.63], [-0.09, 0.48, -0.90], [0.40, 0.47, 0.22], [2.88, 0.58, 0.79]]
}

(9)
{
  "formula": "C5H6NP",
  "method": "the ωB97M-V functional and the def2-TZVPD basis",
  "energy_ev": -16057.647,
  "de_lowest_ev": 2.578,
  "multiplicity": 1,
  "max_force_ev_per_a": 6.72,
  "gap_ev": [7.10, 7.35],
  "symbols": ["H", "N", "C", "C", "C", "C", "C", "P", "H", "H", "H", "H", "H"],
  "positions_angstrom": [[0.740, -2.624, -0.599], [0.966, -1.688, -0.819], [0.389, -0.613, -0.500], [-0.665, -0.334, 0.568], [-0.584, 1.168, 0.744], [0.191, 1.740, -0.198], [0.824, 0.676, -0.909], [2.210, 0.996, -2.181], [2.702, -0.416, -1.967], [-0.422, -1.009, 1.544], [-1.566, -0.767, 0.250], [-1.146, 1.690, 1.589], [0.316, 2.832, -0.180]],
  "forces_ev_per_angstrom": [[-1.00, -0.55, 1.05], [1.08, 0.91, -1.81], [-0.31, -1.16, 2.04], [1.90, -1.50, 2.57], [-1.87, -0.16, 1.57], [-0.75, 0.02, 1.24], [4.30, 2.69, -4.42], [-1.98, -2.10, 2.86], [-0.55, 1.42, -0.58], [-0.33, 1.85, -2.01], [-1.77, -0.03, -0.46], [0.88, -0.66, -1.43], [0.40, -0.73, -0.63]]
}

(10)
{
  "formula": "C5H6NS",
  "method": "the ωB97M-V functional and the def2-TZVPD basis",
  "energy_ev": -17598.026,
  "total_charge": 1,
  "de_lowest_ev": 1.409,
  "multiplicity": 1,
  "max_force_ev_per_a": 6.05,
  "gap_ev": 9.25,
  "symbols": ["C", "C", "C", "C", "C", "N", "S", "H", "H", "H", "H", "H", "H"],
  "positions_angstrom": [[0.721, -1.289, -0.229], [1.287, 1.653, -0.198], [-0.220, -0.313, 0.013], [0.160, 1.034, 0.201], [-1.663, -0.682, 0.099], [2.133, 0.731, 0.018], [2.317, -0.797, 0.090], [0.485, -2.305, -0.491], [1.539, 2.679, -0.403], [-0.664, 1.646, 0.584], [-2.263, 0.135, 0.486], [-1.801, -1.559, 0.725], [-2.031, -0.934, -0.895]],
  "forces_ev_per_angstrom": [[0.58, 0.27, 0.42], [-0.23, -0.83, 0.41], [0.45, 0.08, 0.00], [-5.59, 1.05, 0.19], [-0.23, -0.16, -0.05], [6.03, -0.31, -0.46], [-1.00, -0.10, -0.47], [-0.01, -0.24, 0.00], [0.03, 0.22, 0.00], [0.13, -0.03, -0.07], [-0.04, 0.04, 0.03], [-0.04, -0.03, 0.07], [-0.07, 0.04, -0.07]]
}

(11)
{
  "formula": "C5H6O",
  "method": "the ωB97M-V functional and the def2-TZVPD basis",
  "energy_ev": -7326.558,
  "de_lowest_ev": 2.727,
  "multiplicity": 1,
  "max_force_ev_per_a": 0.52,
  "gap_ev": 11.22,
  "symbols": ["C", "C", "C", "C", "C", "O", "H", "H", "H", "H", "H", "H"],
  "positions_angstrom": [[-1.415, 1.845, -1.379], [-0.727, 1.388, -0.503], [0.093, 0.788, 0.554], [-0.056, -0.719, 0.575], [0.931, -1.586, -0.064], [0.898, -1.420, 1.350], [-2.023, 2.255, -2.155], [-0.201, 1.195, 1.529], [1.149, 1.042, 0.407], [-1.082, -1.079, 0.674], [1.790, -1.139, -0.566], [0.642, -2.572, -0.424]],
  "forces_ev_per_angstrom": [[0.27, -0.19, 0.34], [-0.29, 0.20, -0.38], [0.05, 0.02, 0.04], [-0.19, 0.10, -0.09], [0.06, -0.12, -0.27], [0.09, -0.02, 0.20], [0.11, -0.06, 0.14], [0.01, -0.05, -0.14], [-0.15, -0.03, 0.01], [0.17, 0.03, -0.01], [-0.14, -0.03, 0.10], [0.02, 0.15, 0.07]]
}

(12)
{
  "formula": "C5H6O",
  "method": "the ωB97M-V functional and the def2-TZVPD basis",
  "energy_ev": -7324.798,
  "de_lowest_ev": 4.486,
  "multiplicity": 1,
  "max_force_ev_per_a": 1.16,
  "gap_ev": [7.29, 8.13],
  "symbols": ["C", "C", "O", "C", "C", "C", "H", "H", "H", "H", "H", "H"],
  "positions_angstrom": [[2.200, -0.057, 0.082], [0.723, -0.030, 0.241], [0.054, 0.837, -0.431], [-1.274, 0.960, -0.503], [-2.093, -0.017, 0.065], [-2.737, -0.920, 0.562], [2.505, 0.593, -0.742], [2.537, -1.078, -0.140], [2.726, 0.263, 0.992], [0.167, -0.709, 0.880], [-1.593, 1.790, -1.111], [-3.334, -1.713, 0.956]],
  "forces_ev_per_angstrom": [[0.01, 0.00, -0.02], [0.39, -0.88, 0.64], [-0.14, 0.88, -0.63], [-0.35, -0.25, 0.10], [-0.11, -0.10, 0.08], [0.13, 0.26, -0.16], [-0.04, -0.07, 0.12], [-0.02, 0.15, 0.03], [-0.09, -0.03, -0.11], [0.10, 0.02, -0.10], [0.00, -0.13, 0.08], [0.12, 0.15, -0.03]]
}